Version a
The following is a quantum chemistry calculation of an isolated molecule of C9H14N2, from the Open Molecules 2025 dataset.

Structure (XYZ):
```
25
Properties=species:S:1:pos:R:3
C 2.02076 1.47410 -0.34167
C 0.92084 1.91749 0.26524
C 0.53245 -0.79513 0.40369
C -0.43678 2.35692 0.44609
C -1.35905 1.13133 0.63948
C -0.82996 -0.23111 0.16531
C -2.07799 -1.12974 0.79344
C -0.92758 -0.37057 -1.38274
C 2.41791 -2.09265 -0.11521
N 2.58342 0.25234 -0.39455
N 1.74984 -0.80932 0.01403
H 2.59469 2.20830 -0.76919
H -0.66289 2.96351 1.32973
H -0.72178 2.96771 -0.49145
H -1.35124 1.00291 1.79174
H -2.40673 1.27762 0.33092
H -2.96509 -0.56470 0.95288
H -1.91417 -1.26079 1.91623
H -2.19501 -2.19549 0.31398
H -0.24990 -1.09120 -1.69916
H -0.60218 0.50625 -1.98862
H -1.92011 -0.48117 -1.69676
H 1.65386 -2.90578 -0.13704
H 3.01580 -2.10847 -1.00935
H 3.13089 -2.02239 0.66301
```

Calculated values
- frontier orbital gap (spin up / spin down) (Eh) = 0.2355 / 0.2734
- molar mass (g/mol) = 150.225
- LUMO (spin up / spin down) (Ha) = -0.0212 / 0.0187

Version b
The following is a quantum chemistry calculation of an isolated molecule of C9H14N2, from the Open Molecules 2025 dataset.

Structure (XYZ):
```
25
Properties=species:S:1:pos:R:3
C -2.48617 -0.93234 1.63645
C -0.95083 -0.71611 1.73658
C -0.35437 -2.02664 2.19771
C -0.33453 -0.12254 0.53188
C 0.00139 1.21665 0.50941
C 0.73322 1.71403 -0.54234
C 1.35343 3.03908 -0.43099
C 1.07819 0.89506 -1.59996
C 0.54194 -0.42005 -1.52169
H -3.01224 0.00407 1.42406
H -2.70475 -1.64882 0.81334
H -2.77697 -1.37028 2.57209
H -0.86126 0.06247 2.54962
H -0.85882 -2.35555 3.12880
H 0.75614 -2.19533 2.28342
H -0.67782 -2.79903 1.49806
H -0.21126 1.90144 1.29832
H 0.69139 3.87098 -0.09671
H 1.78282 3.39453 -1.45166
H 2.11881 3.11961 0.36484
H 1.65167 1.26102 -2.48010
H 1.59168 -1.10790 -3.07064
H 0.52880 -2.23683 -2.31758
N 0.80821 -1.29953 -2.54071
N -0.16704 -0.95522 -0.54759
```

Calculated values
- frontier orbital gap (Eh) = 0.3328
- molar mass (g/mol) = 150.225
- LUMO (Ha) = 0.0351
- SMILES = Cc1cc(N)nc(C(C)C)c1

Version c
The following is a quantum chemistry calculation of an isolated molecule of C9H14N2, from the Open Molecules 2025 dataset.

Structure (XYZ):
```
25
Properties=species:S:1:pos:R:3
C -0.96517 -1.87279 -0.25618
C -0.79902 -0.51310 -0.48377
C -1.81914 0.37382 -0.19142
C 0.54870 0.01913 -0.88242
C -1.73793 1.87002 -0.23755
C -3.01947 -0.05026 0.55535
C 3.03484 0.02340 -0.45153
C 1.32475 -0.90164 1.26158
C 1.65498 -0.69864 -0.24210
N -1.11494 -2.97174 0.02893
N 0.58265 1.05390 -1.65311
H -2.69464 2.24124 -0.59911
H -1.50061 2.18414 0.76483
H -0.77203 2.07892 -0.92403
H -3.08630 -1.19640 0.61234
H -3.95539 0.49999 0.34139
H -2.82781 0.33906 1.59868
H 2.94860 1.08157 -0.00054
H 4.00757 -0.28867 -0.11472
H 3.38665 -0.02093 -1.46851
H 0.70669 -1.76587 1.19814
H 2.11735 -1.13052 1.92417
H 0.71463 -0.04506 1.50631
H 1.74011 -1.71485 -0.64514
H 1.52492 1.40530 -1.64160
```

Calculated values
- frontier orbital gap (Eh) = 0.3526
- molar mass (g/mol) = 150.225
- LUMO (Ha) = 0.0105
- SMILES = [H]/N=C(/C(C#N)=C(C)C)C(C)C

Most stable structure: version b

Version a
The following is a quantum chemistry calculation of a structure of composition C5H9NO3, from the Open Molecules 2025 dataset.

Structure (XYZ):
```
18
Properties=species:S:1:pos:R:3
C 0.59823 -1.00565 0.02801
C -2.25629 1.25685 0.28900
C 2.96161 -0.21045 0.47325
N -1.71368 0.08651 -0.36330
C 0.25127 0.23418 -0.33142
C 1.97514 -1.35075 0.37557
O -2.11606 -0.01810 -1.69965
O 0.48685 1.37365 -0.50230
O 2.29864 -2.50524 0.57177
H -3.08214 -0.09730 -1.76326
H -1.83514 -0.80470 0.17562
H -0.05116 -1.85280 -0.10865
H -1.96543 1.23298 1.33615
H -1.80739 2.13709 -0.17408
H -3.34730 1.30656 0.20878
H 3.04313 0.29534 -0.48726
H 2.62337 0.51716 1.21006
H 3.93636 -0.59535 0.76171
```

Calculated values
- frontier orbital gap (Eh) = 0.3306
- molar mass (g/mol) = 131.131
- LUMO (Ha) = 0.0086

Version b
The following is a quantum chemistry calculation of an isolated molecule of C5H9NO3, from the Open Molecules 2025 dataset.

Structure (XYZ):
```
18
Properties=species:S:1:pos:R:3
C -1.88394 -1.57786 -0.42691
C -1.41270 -0.35075 0.33756
O -0.12840 0.09259 -0.03585
C 0.92925 -0.74523 0.33478
C 2.20240 0.06932 0.42075
N 2.56214 0.79874 -0.63088
C -2.33339 0.84355 0.17028
O -3.53529 0.77730 0.23568
H -2.91518 -1.81462 -0.13737
H -1.85081 -1.38986 -1.50850
H -1.25651 -2.44680 -0.19308
H -1.42283 -0.56880 1.42609
H 0.77299 -1.19442 1.33175
H 1.07257 -1.56292 -0.39088
H -1.80977 1.81450 0.02182
O 3.25550 -0.55894 0.78221
H 1.85361 1.44649 -0.95571
H 3.74250 0.36515 -0.45329
```

Calculated values
- frontier orbital gap (Eh) = 0.3770
- molar mass (g/mol) = 131.131
- LUMO (Ha) = 0.0096
- SMILES = C[C@H](C=O)OCC(N)=O

Version c
The following is a quantum chemistry calculation of a cluster of 2 separate species, C5H9NO3 in total, from the Open Molecules 2025 dataset.

Structure (XYZ):
```
18
Properties=species:S:1:pos:R:3
O 0.40308 -3.85949 4.04358
C -0.27938 -3.56318 3.06167
C -0.17381 -2.28783 2.24926
C -1.02669 -2.57267 1.02938
C -1.27042 -1.63361 -0.05934
O -0.35008 -2.69781 -0.23530
C -1.94401 -3.73220 1.39882
N -1.26066 -4.31664 2.53769
H -0.58956 -1.46136 2.84541
H 0.86578 -2.04872 1.99797
H -2.29018 -1.64700 -0.50860
H -0.82355 -0.63577 -0.01599
H -2.94812 -3.37819 1.67682
H -2.04212 -4.44439 0.57029
H -1.53365 -5.19352 2.96930
O -3.55974 -0.73395 2.02192
H -3.01609 -0.94201 2.83094
H -4.17653 -1.46606 1.93623
```

Calculated values
- frontier orbital gap (Eh) = 0.3701
- molar mass (g/mol) = 131.131
- LUMO (Ha) = 0.0120
- SMILES = O=C1C[C@@]2(CN1)CO2.O

Version d
The following is a quantum chemistry calculation of a structure of composition C5H9NO3, from the Open Molecules 2025 dataset.

Structure (XYZ):
```
18
Properties=species:S:1:pos:R:3
C 2.01387 -0.37923 -0.36720
C -0.00451 -0.62082 1.65322
C -2.11546 0.82743 -0.16616
C 0.20385 -0.20949 0.25857
N -3.07655 0.02420 -0.68827
C -0.30758 0.38517 -0.73756
O 2.22555 -0.09213 -1.71442
O 2.76908 0.46922 0.43707
O -2.39156 1.81937 0.48464
H 2.40421 1.36055 0.32305
H 3.17603 -0.19972 -1.89194
H 2.27452 -1.41376 -0.13422
H -2.82143 -0.82353 -1.16639
H -4.05192 0.28543 -0.58356
H -0.12637 0.73030 -1.73781
H 0.88192 -0.38182 2.24759
H -0.86322 -0.08480 2.06968
H -0.19044 -1.69635 1.71369
```

Calculated values
- frontier orbital gap (Eh) = 0.3263
- molar mass (g/mol) = 131.131
- LUMO (Ha) = 0.0268

Most stable structure: version c